Molecular formula: C3H4N2OS
Method: DFT, wB97M-V/def2-TZVPD

Values from the calculation:
**Electronic energy**: -699.39958 hartree
**Net charge**: 0
**ΔE to the lowest compared entry with this formula, charge and spin**: 359.9 kJ/mol
**Spin multiplicity**: 3
**HOMO energy (alpha / beta)**: -5.336 / -10.032 eV
**Orbital gap (alpha / beta)**: 6.0 / 7.2 eV
**Strongest force on any atom**: 7.625 eV/A
**Expectation value of S²**: 2.03

Structure (XYZ):
```
11
Properties=species:S:1:pos:R:3:forces:R:3
C 0.434 0.911 0.169 3.70 6.61 -0.90
C 2.234 -0.329 -0.122 2.81 -3.33 0.18
C -0.162 -0.294 0.339 -4.00 -6.26 1.24
N 1.774 0.857 -0.055 -2.43 4.72 0.45
N -2.514 -0.330 -0.152 1.42 1.30 -0.92
O -1.372 -0.715 0.857 0.76 2.11 -1.73
S 1.017 -1.512 0.108 -0.86 -3.82 0.02
H -0.116 1.896 0.190 0.97 -1.16 -0.07
H 3.305 -0.783 -0.116 -1.78 1.75 -0.20
H -2.572 0.740 -0.119 0.11 -1.65 0.48
H -2.027 -0.440 -1.098 -0.69 -0.26 1.43
```
Positions in Å, forces in eV/Å.